[1]
The molecule C28H26N2O3S in a non-equilibrium geometry. Source: the OMol25 dataset; level of theory: ωB97M-V with the def2-TZVPD basis set.

XYZ file:
```
60
Properties=species:S:1:pos:R:3:lowdin_charge:R:1
C -5.679 -2.131 -1.257 -0.050
C -4.412 -1.740 -0.561 -0.272
C -4.427 -0.901 0.544 -0.029
C -3.250 -0.573 1.191 -0.015
C -2.032 -1.063 0.738 -0.238
N -0.827 -0.664 1.372 -0.173
C -0.132 -1.595 2.248 -0.064
C 1.152 -2.155 1.616 -0.461
O 1.372 -3.349 1.610 0.063
N 1.941 -1.189 1.096 0.160
C 3.096 -1.341 0.319 -0.152
C 3.649 -2.590 0.049 -0.005
C 4.756 -2.705 -0.772 -0.080
C 5.324 -1.580 -1.344 -0.090
C 4.780 -0.336 -1.079 -0.031
C 3.678 -0.196 -0.246 -0.133
C 3.157 1.165 0.016 -0.206
C 2.555 1.889 -1.007 -0.047
C 2.086 3.169 -0.776 -0.088
C 2.233 3.746 0.474 -0.082
C 2.853 3.040 1.491 -0.083
C 3.308 1.755 1.266 -0.046
S -0.741 0.934 1.867 0.717
O -1.572 1.240 2.997 -0.271
O 0.667 1.181 2.032 -0.281
C -1.334 1.778 0.411 -0.264
C -0.750 1.476 -0.803 -0.064
C -1.195 2.122 -1.943 -0.058
C -2.210 3.062 -1.853 -0.066
C -2.784 3.360 -0.628 -0.060
C -2.344 2.713 0.516 -0.046
C -1.991 -1.901 -0.382 -0.186
C -0.699 -2.439 -0.912 -0.015
C -3.188 -2.227 -1.001 0.001
H -6.481 -1.434 -1.026 0.075
H -5.989 -3.125 -0.934 0.085
H -5.535 -2.161 -2.335 0.078
H -5.364 -0.507 0.909 0.112
H -3.266 0.066 2.059 0.102
H -0.780 -2.435 2.511 0.148
H 0.136 -1.059 3.164 0.133
H 1.653 -0.226 1.280 0.091
H 3.203 -3.468 0.484 0.098
H 5.172 -3.682 -0.966 0.103
H 6.184 -1.668 -1.990 0.099
H 5.216 0.553 -1.513 0.118
H 2.451 1.438 -1.985 0.121
H 1.606 3.719 -1.573 0.104
H 1.866 4.746 0.653 0.103
H 2.973 3.489 2.465 0.109
H 3.787 1.202 2.060 0.127
H 0.043 0.747 -0.840 0.104
H -0.750 1.894 -2.900 0.111
H -2.555 3.565 -2.744 0.106
H -3.572 4.094 -0.562 0.108
H -2.767 2.917 1.487 0.117
H -0.357 -3.277 -0.307 0.087
H -0.823 -2.788 -1.935 0.085
H 0.076 -1.676 -0.887 0.071
H -3.164 -2.878 -1.864 0.120
```

Properties
HOMO-LUMO gap = 8.72 eV
structure (SMILES) = Cc1ccc(N(CC(=O)Nc2ccccc2-c2ccccc2)S(=O)(=O)c2ccccc2)c(C)c1
molar mass = 470.59 g/mol
spin multiplicity = 1
energy relative to the best compared isomer or geometry (same formula, charge and spin) = 7.0 kcal/mol
charge = 0

=====

[2]
C28H26N2O7P2PbS4 as an isolated structure. Source: the OMol25 dataset; level of theory: ωB97M-V with the def2-TZVPD basis set.

XYZ file:
```
70
Properties=species:S:1:pos:R:3:lowdin_charge:R:1
Pb -0.200 -0.797 -1.151 1.001
S 3.160 -2.109 -0.174 0.909
C 3.949 -0.668 0.264 -0.574
C 5.058 -0.785 1.277 -0.395
C 6.177 0.139 0.961 -0.088
C 5.934 1.303 0.317 -0.162
C 4.679 1.583 -0.278 -0.193
C 3.733 0.565 -0.367 -0.552
S 2.474 0.795 -1.644 0.827
C 1.851 2.460 -1.219 -0.393
C 0.817 2.543 -0.136 -0.318
C 1.039 3.255 1.038 -0.008
C -0.025 3.457 1.900 -0.051
C -1.271 2.937 1.581 -0.021
C -1.389 2.165 0.435 -0.361
C -2.650 1.432 0.073 -0.339
S -2.358 -0.332 0.534 0.871
C -3.753 -1.087 -0.292 -0.522
C -5.017 -0.713 0.159 -0.134
C -6.166 -1.200 -0.435 -0.122
C -6.037 -2.082 -1.506 -0.115
C -4.790 -2.495 -1.924 -0.138
C -3.597 -2.036 -1.323 -0.705
S -2.095 -2.727 -1.850 0.484
N -0.361 1.980 -0.393 0.080
H 5.401 -1.820 1.334 0.123
H 7.177 -0.139 1.276 0.079
H 6.742 2.016 0.175 0.084
H 4.550 2.508 -0.823 0.062
H 1.403 2.799 -2.155 0.071
H 2.710 3.079 -0.976 0.053
H 2.024 3.641 1.265 0.116
H 0.114 4.008 2.821 0.107
H -2.125 3.103 2.224 0.111
H -2.824 1.449 -1.001 0.080
H -3.515 1.800 0.621 0.077
H -5.091 -0.032 0.999 0.096
H -7.142 -0.908 -0.068 0.087
H -6.922 -2.446 -2.014 0.091
H -4.691 -3.199 -2.741 0.087
C 0.720 -2.540 4.939 -0.114
C 1.652 -1.948 3.894 -0.676
O 2.976 -2.091 4.366 -0.101
P 1.209 -0.172 3.295 0.692
O -0.366 -0.091 3.893 -0.364
O 4.567 -0.525 2.631 -0.084
O 1.024 -0.547 1.804 -0.620
P 1.407 -2.948 2.326 0.467
O 1.888 -4.391 2.976 -0.184
O 2.621 -2.882 1.280 -0.589
O 0.041 -3.202 1.800 -0.335
H 0.635 -1.858 5.788 0.070
H 1.135 -3.491 5.277 0.071
H -0.267 -2.721 4.515 0.066
H 3.566 -1.637 3.735 0.038
H -0.897 -0.696 3.350 0.011
H 4.001 0.259 2.590 0.065
H 1.495 -5.058 2.398 0.057
N -3.725 2.296 -7.512 0.112
C -3.142 1.906 -6.599 -0.215
C -2.424 1.404 -5.471 -0.270
C -2.168 0.035 -5.358 -0.054
C -1.517 -0.458 -4.241 -0.172
C -1.102 0.352 -3.169 -0.272
C -1.329 1.726 -3.354 -0.153
C -1.971 2.255 -4.463 -0.059
H -2.501 -0.629 -6.148 0.106
H -1.361 -1.529 -4.186 0.040
H -0.997 2.415 -2.586 0.062
H -2.143 3.322 -4.554 0.104
```

Properties
HOMO-LUMO gap = 5.47 eV
molar mass = 899.94 g/mol
spin multiplicity = 1
charge = -2